1.
The following is a quantum chemistry calculation of a 2-piece molecular cluster, C15H23FN2OS overall, from the Open Molecules 2025 dataset.

Each line ends with the Mulliken charge.
Geometry (Å):
N -1.3280 5.0083 0.7614  -0.6114
C -1.5390 3.7337 0.0655  -0.2384
C -1.5839 2.5787 1.0580  -0.9175
C -1.8545 1.1911 0.4316  -0.5742
C -0.6651 0.2016 0.4322  -0.5061
C -0.0117 -0.1051 -0.9211  -1.1355
C 0.4766 1.1264 -1.7018  0.8358
C -0.5224 1.5839 -2.7857  -0.7769
C 0.1336 1.2300 -4.0996  0.1926
O -0.1864 1.5868 -5.1988  -0.6058
N 1.2351 0.4070 -3.8264  -0.4101
C 1.7669 0.9124 -2.5475  -0.3718
S 3.0369 -0.2202 -1.9503  -0.2935
H -0.6740 4.8795 1.5277  0.2326
H -0.9225 5.7002 0.1416  0.2413
H -0.7620 3.5373 -0.6878  0.1679
H -2.5025 3.7880 -0.4571  0.2424
H -0.6345 2.5577 1.6116  0.4091
H -2.3642 2.8105 1.7932  0.3222
H -2.2444 1.3204 -0.5852  0.2901
H -2.6672 0.7290 1.0013  0.4450
H -1.0142 -0.7525 0.8394  0.0388
H 0.1046 0.5614 1.1278  0.5736
H -0.7101 -0.6799 -1.5442  0.3335
H 0.8366 -0.7708 -0.7374  0.2504
H 0.6977 1.9267 -0.9844  0.4605
H -0.8107 2.6355 -2.7704  0.1667
H -1.4460 0.9973 -2.7357  0.3758
H 1.9032 0.4387 -4.5889  0.2769
H 2.2241 1.8986 -2.7031  0.4643
H 3.4412 0.5829 -0.9585  0.1404
F -1.1716 -2.3729 2.6799  -0.2781
C -0.2210 -3.3314 2.6303  0.4350
C -0.4681 -4.5374 3.2538  -0.5819
C 0.5101 -5.5198 3.2006  -0.3268
C 1.7049 -5.2870 2.5339  -0.5701
C 1.9240 -4.0638 1.9159  -0.3845
C 0.9567 -3.0696 1.9587  -0.1791
H -1.4066 -4.6943 3.7673  0.4225
H 0.3346 -6.4724 3.6826  0.3551
H 2.4631 -6.0573 2.4956  0.3748
H 2.8535 -3.8781 1.3942  0.3691
H 1.1070 -2.1114 1.4795  0.3455

Atomic forces in eV per Å
N 0.1 -0.1 0.1
C 0.0 0.0 0.0
C 0.0 0.0 0.0
C -0.1 0.0 0.1
C -0.1 0.0 -0.1
C 0.0 -0.1 -0.1
C 0.2 0.0 0.2
C -0.2 -0.2 0.1
C 0.2 -0.3 0.0
O -0.3 0.1 -0.4
N 0.2 0.9 0.3
C -0.5 -0.1 -0.2
S 0.1 -0.1 0.1
H 0.0 0.0 -0.1
H -0.1 0.0 0.1
H -0.1 0.0 0.1
H 0.1 -0.1 0.0
H -0.1 0.0 0.0
H 0.1 0.0 -0.1
H 0.0 0.0 0.1
H 0.1 0.0 -0.1
H 0.1 0.1 0.0
H -0.1 0.0 -0.1
H 0.1 0.1 0.1
H -0.1 0.0 0.0
H -0.1 -0.1 -0.1
H 0.2 0.0 0.0
H 0.0 0.2 0.0
H 0.0 -0.2 0.0
H 0.1 -0.2 0.1
H 0.1 0.0 0.0
F 0.0 0.0 0.0
C 0.0 0.0 0.0
C 0.0 0.0 0.0
C 0.0 0.0 0.0
C 0.0 0.0 0.0
C 0.0 0.0 0.0
C 0.0 0.0 0.0
H 0.0 0.0 0.0
H 0.0 0.0 0.0
H 0.0 0.0 0.0
H 0.0 0.0 0.0
H 0.0 0.0 0.0

Results
Frontier orbital gap (Eh): 0.36317
E_LUMO (eV): 0.5
DFT total energy (eV): -34508.692
HOMO level (eV): -9.411
SMILES: NCCCCC[C@@H]1CC(=O)N[C@@H]1S.Fc1ccccc1
Energy relative to the best compared isomer or geometry (same formula, charge and spin) (kcal/mol): 0.0

***

2.
The following is a quantum chemistry calculation of a single C15H23N3O3 molecule in a non-equilibrium geometry, from the Open Molecules 2025 dataset.

Each line ends with the Mulliken charge.
Geometry (Å):
C -1.0865 2.1396 0.1116  -0.2113
C -1.8641 1.4515 1.1793  0.1991
C 0.3594 1.3935 -0.0412  0.3050
C 1.2570 1.8787 -1.1871  -0.7599
C 2.3672 0.8464 -1.3931  -0.3002
C 3.4238 0.6537 -0.2873  -0.5629
C -2.5544 -0.5492 -0.2942  0.9206
C -3.7736 -0.6094 -1.1594  0.0909
C -2.2140 -1.9813 0.0963  -1.8437
C -0.7628 -2.1391 0.3598  0.7460
C -0.5383 -1.9811 1.7925  -0.6984
C 0.2137 -2.3858 -0.6251  0.0242
C 0.7787 -2.0147 2.1648  -0.6099
C 1.5443 -2.3492 -0.1772  -0.1752
C 1.8504 -2.0417 1.1832  -0.8576
H -0.8993 3.5142 1.5992  0.3446
H -1.7151 4.1846 0.0159  0.3031
H -1.4698 2.1161 -0.9071  0.6768
H 0.8710 1.5267 0.8784  0.4462
H 0.2261 0.3393 -0.1134  -0.6075
H 1.6440 2.9372 -0.9133  0.2527
H 0.6978 1.8326 -2.2032  0.2471
H 2.0320 -0.1057 -1.7881  0.2154
H 2.8402 1.2412 -2.3875  0.3061
H 3.5999 1.7078 0.0892  0.3970
H 2.7997 0.2008 0.4962  0.0612
H 4.3648 -0.9926 -0.8651  0.2205
H 5.4057 0.2420 -1.1159  0.2807
H -3.2867 -0.0301 1.5836  0.3351
H -1.8334 -0.3040 -1.1143  -0.0369
H -2.4624 -2.3921 -0.8661  0.5225
H -2.9294 -2.5688 0.7910  0.4757
H -1.2787 -1.8622 2.5148  0.4711
H 0.0624 -2.5777 -1.7163  0.3565
H 1.0151 -1.9460 3.2077  0.4038
H 2.3040 -2.4438 -1.0401  0.4007
H 2.8208 -2.0498 1.5747  0.5169
H -4.2980 0.7959 -0.0712  0.4925
N -0.8928 3.5749 0.5503  -0.7290
N 4.6126 -0.0828 -0.4825  -0.5918
N -2.7062 0.3463 0.7679  -0.1688
O -1.7336 1.7705 2.3911  -0.6932
O -4.1012 -1.5729 -1.8185  -0.5914
O -4.6903 0.2867 -0.7801  -0.5743

Atomic forces in eV per Å
C 2.7 1.0 -0.1
C -0.4 -1.6 2.3
C -1.6 1.5 -0.2
C -0.9 0.1 -0.1
C 2.3 1.4 -3.3
C -2.2 2.8 0.6
C 1.1 -0.9 -1.9
C -3.2 -1.8 1.5
C -1.0 -1.3 -1.5
C -1.2 -0.2 2.1
C 3.0 -0.7 -3.9
C 0.1 0.3 1.3
C 1.6 0.5 -1.3
C 1.0 0.8 -0.3
C -3.0 -1.6 -0.5
H -0.6 0.8 -1.4
H 2.7 -1.9 2.7
H -0.6 -0.1 0.2
H 0.5 0.3 1.1
H -0.4 -1.0 -0.3
H -0.6 -1.7 -0.9
H 0.6 0.7 1.7
H -0.7 -0.4 0.5
H 0.0 -0.5 1.7
H 0.4 -1.1 -0.2
H 0.7 -0.2 0.3
H 0.2 0.0 0.2
H -2.0 0.2 1.1
H 1.5 0.6 -1.4
H 0.4 0.5 1.3
H 0.2 -1.1 -0.3
H 1.1 1.6 -0.6
H -1.4 0.1 0.7
H -0.5 0.3 1.2
H 0.4 0.1 0.4
H -0.8 0.1 2.0
H 1.4 0.1 0.1
H 0.3 0.7 0.4
N -2.0 0.1 -2.0
N 2.0 -1.2 -1.4
N 0.0 2.5 3.9
O -1.0 -1.1 -3.5
O 0.7 1.3 -0.6
O -0.8 0.1 -1.4

Results
Frontier orbital gap (Eh): 0.35116
E_LUMO (eV): 0.5
DFT total energy (eV): -26538.585
HOMO level (eV): -9.074
SMILES: NCCCC[C@H](N)C(=O)N[C@@H](Cc1ccccc1)C(=O)O
Energy relative to the best compared isomer or geometry (same formula, charge and spin) (kcal/mol): 103.2